A 7-piece molecular cluster, C31H56BO14 overall. Source: the Open Molecules 2025 dataset; level of theory: the ωB97M-V functional and the def2-TZVPD basis.

total charge = -1
HOMO-LUMO gap = 6.493 eV
highest occupied orbital energy = -0.17892 Ha
molecular weight = 663.59 g mol⁻¹
F_max = 0.780 eV Å⁻¹

Each line ends with the Löwdin charge.
Positions of all 102 atoms, in Å:
O  -8.6742  -6.2524  -1.0487  0.098
H  3.0531  -1.8837  -1.0604  0.120
H  -1.0504  5.9693  -2.6239  0.068
B  -1.6873  1.2463  3.7803  -0.426
H  3.2969  -0.6851  1.0999  0.046
O  -2.3429  2.6401  3.6150  -0.042
H  -2.8082  6.1847  -2.5549  0.097
C  7.5054  4.0893  -2.2740  0.014
H  -4.4301  -6.7288  2.1335  0.085
H  5.5749  -1.5240  5.5198  0.070
C  5.9089  0.5774  3.7374  0.020
H  5.3000  -3.1585  4.9413  0.086
O  5.1023  -0.1364  1.6253  0.084
H  -5.8454  -1.1357  2.3266  0.090
H  -7.7614  -0.1156  3.5198  0.086
H  -3.9101  -2.7023  -2.0937  0.071
H  -1.6977  0.6855  2.6850  0.008
O  6.0523  -1.7122  2.8175  0.006
H  9.5125  1.1632  -4.3651  0.080
H  5.0111  0.6307  4.3524  0.104
H  7.3514  -3.0560  3.5514  0.121
H  1.6096  -0.6748  0.5511  0.090
H  6.0744  1.5479  3.2766  0.091
C  5.6799  -0.4304  2.6372  -0.504
H  6.7667  0.3624  4.3701  0.068
C  -8.4361  -6.3432  1.3102  0.009
H  -9.4440  -5.9395  1.3635  0.089
H  2.4312  2.5047  -1.4051  0.100
H  -4.7396  -7.6189  0.6304  0.082
C  3.0560  -0.7945  -1.0292  -0.225
C  -2.1954  5.1307  -4.2982  -0.538
H  7.2834  5.0798  -1.8855  0.091
O  -3.3771  -3.0197  1.0950  0.095
C  -5.6883  -5.6937  0.7314  -0.230
H  -2.0754  4.0824  -1.3756  0.070
H  -4.5851  -1.4989  -0.9788  0.100
C  3.0332  1.9025  -2.0852  0.017
C  -1.5574  3.2077  -1.7683  -0.052
C  -0.8578  3.4951  -3.0787  -0.228
H  8.5325  3.4548  -4.6859  0.111
H  -0.3573  -2.6616  -1.7424  0.119
H  -5.5471  3.5391  3.9292  0.114
H  -6.1139  -4.9964  1.4524  0.119
C  -4.2121  -2.5188  -1.0653  0.020
O  2.1300  -0.3892  -2.0477  -0.012
H  -1.1655  -0.8898  -3.2751  0.086
H  7.5734  3.3914  -1.4403  0.096
C  8.5397  1.4101  -3.9386  -0.065
H  7.8992  0.5299  -3.9916  0.084
C  2.1661  0.8070  -2.6558  -0.522
H  4.0696  -0.4754  -1.2779  0.110
O  1.4434  0.9958  -3.6007  0.081
C  -3.2620  2.7361  2.7030  -0.574
C  -6.7641  1.7884  3.7780  -0.107
H  -4.8598  -5.1752  0.2566  0.099
H  -1.8277  7.1269  -3.6902  0.085
O  -3.1700  3.4537  1.7300  0.077
C  6.0735  -2.4206  5.1521  -0.063
C  -5.8027  -0.1121  2.6705  -0.084
H  -5.9893  -7.5203  1.8609  0.065
C  -7.9351  -6.1660  -0.1055  -0.534
C  -4.6456  0.6234  2.4580  -0.032
H  -3.7900  0.1887  1.9627  0.097
H  -0.0737  4.2458  -2.9662  0.112
C  -5.6023  2.5210  3.5699  -0.029
C  -4.5251  1.9350  2.9119  -0.130
H  -7.8388  -5.8349  2.0627  0.070
H  -2.3073  2.4283  -1.9033  0.080
C  -5.1827  -6.9641  1.3812  -0.058
O  6.5951  2.8563  -4.2140  0.003
H  -0.5430  1.3612  4.1782  -0.013
O  -6.6221  -5.9775  -0.3215  0.000
O  -1.8379  -2.5291  -0.3907  0.006
H  7.6829  -1.4213  4.0796  0.110
H  7.7690  2.2845  -5.7382  0.122
H  6.7191  -2.8039  5.9429  0.080
C  2.6197  -0.3192  0.3361  -0.061
H  2.5950  0.7687  0.3945  0.078
H  -0.3761  2.5835  -3.4258  0.098
O  5.2266  3.9804  -2.9216  0.107
H  3.9136  1.5420  -1.5584  0.071
H  -7.5993  2.2322  4.3053  0.089
H  8.6774  1.6492  -2.8838  0.067
C  7.9070  2.5607  -4.6941  -0.240
C  6.3582  3.6681  -3.1635  -0.517
H  8.4676  4.1418  -2.7780  0.067
H  -2.6051  -0.6544  -2.2698  0.068
C  -6.8713  0.4736  3.3445  -0.115
H  -5.0232  -3.2085  -0.8432  0.072
H  -0.8410  2.8746  -1.0171  0.085
O  -2.8264  5.4053  -5.2864  0.085
H  -1.0195  -0.2716  -1.6231  0.080
O  -1.7700  3.8729  -4.1240  0.007
C  -1.5607  -0.9689  -2.2621  -0.059
C  -1.9427  6.1553  -3.2152  0.009
H  -2.3245  0.5370  4.5551  0.004
C  -1.4104  -2.3836  -1.7496  -0.231
H  -8.4703  -7.4079  1.5372  0.092
C  6.8802  -2.1388  3.9015  -0.241
H  -1.9224  -3.1058  -2.3895  0.111
H  3.3790  2.5298  -2.9000  0.069
C  -3.1187  -2.7329  -0.0432  -0.531

Cartesian forces (eV/Å) of the 3 atoms listed first:
0.03 0.00 -0.03
-0.08 0.00 -0.12
-0.10 -0.08 0.10

C31H56BrCrN4OP3 as an isolated structure at a distorted geometry. Source: the Open Molecules 2025 dataset; level of theory: the ωB97M-V functional and the def2-TZVPD basis.

total charge = +2
HOMO-LUMO gap (spin up / spin down) = 6.672 / 5.155 eV
spin multiplicity = 5
relative energy (zero: lowest compared OMol25 entry of this formula, charge and spin) = 7.484 eV
highest occupied orbital energy (spin up / spin down) = -0.48127 / -0.46890 Ha
molecular weight = 725.64 g mol⁻¹
F_max = 2.957 eV Å⁻¹
<S²> = 6.495

Each line ends with the Löwdin charge.
Positions of all 97 atoms, in Å:
C  -1.5127  2.8912  2.9160  -0.100
H  -1.3218  -2.3938  -4.6823  0.082
C  -0.1042  2.4959  -1.5909  -0.351
C  -1.3409  0.7836  -0.3728  -0.151
H  -2.5342  -2.0876  5.8949  0.094
H  -2.6295  -0.5454  -2.5742  0.106
C  0.0908  2.9555  -3.0172  0.033
N  -2.3155  -0.8163  4.2856  -0.296
H  1.8722  -1.1906  -2.3364  0.021
C  -0.0291  3.8597  -3.8744  0.121
H  3.8399  -3.9776  -1.0601  0.064
H  3.4654  -2.6425  1.7074  0.081
H  1.5630  1.5097  1.2669  0.104
H  -1.9867  3.8317  3.2363  0.096
H  4.8140  -0.4157  -1.9164  0.077
C  0.8260  1.5048  0.4710  -0.060
N  -2.1504  1.7923  3.6659  -0.313
C  0.0438  -4.8085  -2.1582  -0.112
C  4.1733  -3.6454  -0.0729  -0.130
H  1.7761  3.1196  -0.7082  0.146
C  -0.0886  7.3627  -5.3750  -0.112
C  -1.7966  -1.1760  -2.9305  -0.401
P  2.3313  -1.3008  0.0372  0.979
C  3.5684  -0.1329  0.7949  -0.395
C  -1.3767  1.8526  -1.3018  -0.077
H  1.3119  -0.2492  2.7364  -0.027
H  -3.9614  1.6256  2.5345  0.082
H  -2.1809  1.9527  -2.0249  0.133
H  1.0736  -5.1142  -2.3754  0.083
C  0.0835  1.3971  5.3835  -0.101
H  3.5170  0.8201  -1.9330  0.070
H  0.3039  6.5987  -3.4063  0.114
H  -1.6512  2.7790  1.8259  0.076
Br  0.2357  -2.4170  1.7756  0.545
C  -0.5554  5.8629  -7.0528  -0.110
H  0.1642  0.7417  6.2733  0.089
C  3.1006  -2.8991  0.6991  -0.452
C  -0.4388  4.7729  -6.1796  -0.012
H  3.4676  0.8232  0.2645  0.060
H  5.5909  0.3225  1.2839  0.094
N  -0.3803  7.1159  -6.6463  0.078
H  -1.6238  -0.5846  6.2591  0.080
H  -2.6587  -2.6182  3.1568  0.073
H  3.2614  -2.2561  -2.0157  0.074
C  5.0407  -0.5311  0.8682  -0.118
H  -3.7634  -1.2517  2.7859  0.078
C  -3.6141  1.8492  3.5583  -0.101
H  5.0871  -3.0520  -0.1795  0.067
H  -0.8250  2.0152  5.4701  0.086
H  5.4832  -0.7521  -0.1086  0.059
H  -0.4375  2.9350  3.1350  0.077
H  -0.5735  3.7667  -6.5678  0.113
H  3.7933  -0.1883  -3.3448  0.092
H  -2.4792  -1.1125  -4.9946  0.092
H  -3.9257  2.8715  3.8216  0.092
H  0.0399  8.4056  -5.0804  0.121
C  -0.1444  4.9846  -4.8157  -0.204
H  -4.0043  -3.4150  0.9573  0.077
H  4.4337  -4.5458  0.4951  0.092
H  -4.5213  -3.0552  -0.6818  0.079
H  -0.8311  -1.9254  5.3514  0.088
C  2.8135  -1.2838  -1.7974  -0.374
C  0.9539  2.3965  -0.6383  0.000
H  -2.9894  -2.5764  -4.1594  0.086
P  -1.4461  -2.4478  -1.6742  1.166
H  3.1882  0.0292  1.8159  0.060
H  -0.5042  -4.7844  -3.1014  0.067
H  0.9623  2.0682  5.3579  0.095
H  1.2956  -1.0887  4.2905  0.073
P  -1.4051  0.2815  3.4324  0.556
H  -3.9151  -2.1282  4.3407  0.095
C  0.0294  -3.4442  -1.4552  -0.420
H  2.1358  0.4922  4.1514  0.098
C  -1.7814  -1.3792  5.5164  -0.089
H  -0.9148  -0.5294  -3.2170  0.026
H  5.2101  -1.3821  1.5342  0.077
H  2.2029  -3.5265  0.8585  -0.029
C  -3.2050  -1.7526  3.5858  -0.107
H  -3.4169  -4.4053  -0.3718  0.077
C  3.7826  -0.2037  -2.2438  -0.130
C  -0.1973  0.5494  0.4032  -0.100
H  0.1459  -3.6254  -0.3648  -0.004
C  -3.6724  -3.3871  -0.0855  -0.117
H  0.9271  -2.8702  -1.7495  0.036
Cr  0.1051  0.5841  -2.2411  0.592
H  -0.3926  -5.5772  -1.5139  0.086
C  1.2685  -0.0964  3.8188  -0.147
C  0.0468  6.3382  -4.4283  0.000
H  -2.9022  -1.4060  -0.0428  0.058
H  -0.8018  5.7028  -8.1028  0.120
H  -2.2504  0.2294  -0.1116  0.098
H  -1.8378  -2.5929  0.6788  -0.041
N  0.0448  0.6186  4.1447  -0.296
C  -2.1727  -1.8632  -4.2559  -0.124
C  -2.5118  -2.4129  -0.1818  -0.408
O  -1.3260  -0.1612  2.0151  -0.405
H  -4.0652  1.1360  4.2593  0.083

Cartesian forces (eV/Å) of the 3 atoms listed first:
-0.18 -0.06 0.22
0.04 -0.04 0.08
-0.80 -0.14 -1.57